[1]
Entry from OMol25: a structure of composition C16H22N2RuSbSe4Te in a non-equilibrium geometry (wB97M-V/def2-TZVPD).

```
! RIJCOSX wB97M-V def2-TZVPD def2/J DEFGRID3
* xyz 1 5
Ru 2.33609 1.42614 -0.63524
N 2.54457 2.55299 -2.29301
C 1.50858 2.86316 -3.35988
C 0.37220 1.80039 -3.50236
C 0.62456 0.32086 -3.95633
C 1.95129 -0.22051 -3.42429
N 1.99583 -0.21220 -1.92358
H 2.68672 3.46656 -1.86431
H 3.42764 2.47223 -2.76531
H 2.01306 3.03622 -4.31832
H 0.95314 3.74409 -3.05791
H -0.35843 2.27479 -4.25998
H -0.11543 1.77838 -2.53193
H 0.66388 0.36970 -5.03455
H -0.21242 -0.30281 -3.58403
H 2.81676 0.32672 -3.80229
H 2.08336 -1.26809 -3.80876
H 2.92515 -0.65371 -1.65036
H 1.33740 -0.89458 -1.59159
Se 1.92799 -1.28696 2.70517
Sb 3.39536 0.79042 1.99929
Se 4.53964 0.73973 -0.14477
Se 1.62735 2.50178 1.38129
Se 5.30086 2.03423 3.09555
Te -0.11490 -0.44424 1.22231
C -1.38170 0.46947 2.76076
C -1.45083 0.08795 4.09737
C -2.35816 0.70604 4.97228
C -3.13357 1.76029 4.53366
C -3.09084 2.18287 3.23456
C -2.20929 1.57994 2.32870
C -1.19821 -2.26312 0.98117
C -2.00024 -2.40610 -0.23234
C -2.36065 -3.63228 -0.67987
C -2.08600 -4.73372 0.10469
C -1.43766 -4.60931 1.33468
C -0.94838 -3.36227 1.76384
H -0.80460 -0.69982 4.46819
H -2.58223 0.26949 5.91147
H -3.81415 2.24960 5.24350
H -3.82380 2.91096 2.90125
H -2.15294 1.89670 1.30650
H -2.22637 -1.49286 -0.78259
H -2.89267 -3.73690 -1.64829
H -2.34536 -5.70056 -0.25870
H -1.35684 -5.43119 2.01090
H -0.57577 -3.26049 2.75346
*
```

Output
- LUMO energy (alpha / beta): -0.1560 / -0.1764 hartree
- E_HOMO (alpha / beta): -0.3264 / -0.3505 Eh
- Gap between HOMO and LUMO (alpha / beta): 4.63 / 4.74 eV

Calculated atomic charges, method natural (NBO), unit e: atom 1 (Ru): 0.44, atom 2 (N): -0.82, atom 3 (C): -0.23, atom 4 (C): -0.42, atom 5 (C): -0.42, atom 6 (C): -0.22, atom 7 (N): -0.80, atom 8 (H): 0.41, atom 9 (H): 0.41, atom 10 (H): 0.21, atom 11 (H): 0.22, atom 12 (H): 0.24, atom 13 (H): 0.20, atom 14 (H): 0.23, atom 15 (H): 0.22, atom 16 (H): 0.20, atom 17 (H): 0.22, atom 18 (H): 0.43, atom 19 (H): 0.39, atom 20 (Se): -0.36, atom 21 (Sb): 0.80, atom 22 (Se): -0.23, atom 23 (Se): -0.37, atom 24 (Se): -0.50, atom 25 (Te): 1.08, atom 26 (C): -0.26, atom 27 (C): -0.23, atom 28 (C): -0.19, atom 29 (C): -0.18, atom 30 (C): -0.19, atom 31 (C): -0.23, atom 32 (C): -0.32, atom 33 (C): -0.23, atom 34 (C): -0.20, atom 35 (C): -0.18, atom 36 (C): -0.18, atom 37 (C): -0.22, atom 38 (H): 0.23, atom 39 (H): 0.23, atom 40 (H): 0.23, atom 41 (H): 0.23, atom 42 (H): 0.21, atom 43 (H): 0.21, atom 44 (H): 0.23, atom 45 (H): 0.23, atom 46 (H): 0.23, atom 47 (H): 0.23



[2]
Entry from OMol25: a structure of composition C16H22N4O2S in a non-equilibrium geometry (wB97M-V/def2-TZVPD).

```
! RIJCOSX wB97M-V def2-TZVPD def2/J DEFGRID3
* xyz 0 1
C -1.13414 0.26830 -3.37901
C -1.53748 0.83918 -2.02301
C -2.24197 -0.16517 -1.08616
C -3.60093 -0.59252 -1.65713
C -1.39837 -1.36082 -0.93878
N -0.72878 -2.28448 -0.81131
C -2.45654 0.53213 0.26190
O -3.37246 1.31984 0.40323
N -1.56214 0.26182 1.23007
C -1.57670 0.88855 2.53620
C -0.92318 -0.00454 3.56322
C 0.35426 0.04428 3.92813
C 1.39011 0.96554 3.33977
N 2.62877 0.30448 2.90982
C 2.68132 -0.99456 2.44977
O 3.20233 -1.88525 3.09674
C 1.90517 -1.34315 1.19602
C 2.10608 -0.45986 0.00317
C 2.08176 -0.81931 -1.31525
C 2.26644 0.28659 -2.16809
C 2.32145 0.25134 -3.66859
N 2.41153 1.45904 -1.59230
S 2.35040 1.24843 0.06993
H -0.64149 1.03628 -3.97387
H -0.43804 -0.56576 -3.27352
H -1.99698 -0.08089 -3.94775
H -0.63833 1.22627 -1.53140
H -2.19455 1.69749 -2.16595
H -4.15250 -1.20681 -0.94509
H -4.21065 0.27890 -1.88461
H -3.47777 -1.17878 -2.56649
H -0.79183 -0.34954 1.01911
H -1.08418 1.86243 2.48539
H -2.60268 1.08334 2.84160
H -1.57456 -0.72676 4.04284
H 0.70750 -0.62640 4.70529
H 0.97743 1.55247 2.51722
H 1.67944 1.68227 4.10935
H 3.33175 0.37424 3.63590
H 2.13820 -2.37530 0.94392
H 0.85125 -1.35098 1.48508
H 1.93221 -1.83436 -1.65647
H 2.10723 -0.74356 -4.06135
H 1.60213 0.94370 -4.10284
H 3.30956 0.54187 -4.02470
*
```

Output
- LUMO energy: 0.0242 hartree
- E_HOMO: -0.3429 Eh
- Gap between HOMO and LUMO: 9.99 eV

Calculated atomic charges, method natural (NBO), unit e: atom 1 (C): -0.61, atom 2 (C): -0.37, atom 3 (C): -0.27, atom 4 (C): -0.58, atom 5 (C): 0.32, atom 6 (N): -0.35, atom 7 (C): 0.71, atom 8 (O): -0.62, atom 9 (N): -0.61, atom 10 (C): -0.26, atom 11 (C): -0.19, atom 12 (C): -0.19, atom 13 (C): -0.27, atom 14 (N): -0.66, atom 15 (C): 0.70, atom 16 (O): -0.57, atom 17 (C): -0.54, atom 18 (C): -0.19, atom 19 (C): -0.31, atom 20 (C): 0.19, atom 21 (C): -0.64, atom 22 (N): -0.60, atom 23 (S): 0.61, atom 24 (H): 0.22, atom 25 (H): 0.21, atom 26 (H): 0.21, atom 27 (H): 0.22, atom 28 (H): 0.23, atom 29 (H): 0.23, atom 30 (H): 0.24, atom 31 (H): 0.22, atom 32 (H): 0.41, atom 33 (H): 0.20, atom 34 (H): 0.24, atom 35 (H): 0.21, atom 36 (H): 0.22, atom 37 (H): 0.20, atom 38 (H): 0.22, atom 39 (H): 0.40, atom 40 (H): 0.27, atom 41 (H): 0.24, atom 42 (H): 0.24, atom 43 (H): 0.22, atom 44 (H): 0.23, atom 45 (H): 0.23



[3]
Entry from OMol25: an isolated molecule of C16H22N4O3S2 in a non-equilibrium geometry (wB97M-V/def2-TZVPD).

```
! RIJCOSX wB97M-V def2-TZVPD def2/J DEFGRID3
* xyz 0 1
C -4.80054 -0.11110 -1.85680
H -5.23226 -0.28248 -2.83952
H -5.09902 -0.91663 -1.19263
C -3.28180 -0.07114 -1.95979
N -2.71628 0.21960 -0.65070
S -2.58854 -1.10120 0.36724
O -2.91613 -0.72895 1.70897
O -3.25956 -2.21804 -0.20921
C -0.81075 -1.35973 0.40728
N -0.06755 -1.73447 -0.56742
N 1.22534 -1.53568 -0.37815
C 1.50033 -0.96029 0.75035
N 2.72068 -0.55690 1.17684
C 3.89296 -0.29192 0.46338
O 4.79813 0.23081 1.06225
C 3.92617 -0.70132 -0.98420
C 4.25803 -2.19715 -1.04063
H 4.33887 -2.51196 -2.07720
H 5.20406 -2.39301 -0.54108
H 3.47234 -2.77714 -0.56551
H 2.93600 -0.55290 -1.42074
C 4.97060 0.12471 -1.73036
H 4.71137 1.18063 -1.70840
H 5.03238 -0.19897 -2.76563
H 5.94459 0.00525 -1.26324
H 2.76486 -0.23666 2.13863
S 0.06320 -0.66148 1.74219
C -1.59787 1.09355 -0.56972
C -0.54286 0.97594 -1.47065
C 0.60296 1.72970 -1.31323
C 0.72227 2.61714 -0.24964
C -0.36077 2.77014 0.60369
C -1.53182 2.03412 0.46092
C -2.68943 2.25443 1.37975
H -2.83043 1.39288 2.02928
H -2.53172 3.13998 1.98974
H -3.60332 2.37217 0.80091
H -0.29649 3.48458 1.41211
C 1.99482 3.37990 -0.04245
H 1.88094 4.12387 0.74115
H 2.80046 2.70167 0.24094
H 2.29341 3.88137 -0.96127
H 1.41824 1.61531 -2.01229
H -0.61063 0.26444 -2.27984
H -2.91179 -1.03298 -2.32911
H -2.96946 0.72269 -2.64207
H -5.17600 0.83000 -1.46270
*
```

Output
- LUMO energy: -0.0022 hartree
- E_HOMO: -0.3321 Eh
- Gap between HOMO and LUMO: 8.98 eV
- SMILES string: CCN(c1ccc(C)cc1C)S(=O)(=O)c1nnc(NC(=O)C(C)C)s1

Calculated atomic charges, method natural (NBO), unit e: atom 1 (C): -0.61, atom 2 (H): 0.21, atom 3 (H): 0.23, atom 4 (C): -0.22, atom 5 (N): -0.71, atom 6 (S): 2.33, atom 7 (O): -0.93, atom 8 (O): -0.91, atom 9 (C): -0.29, atom 10 (N): -0.21, atom 11 (N): -0.33, atom 12 (C): 0.26, atom 13 (N): -0.64, atom 14 (C): 0.72, atom 15 (O): -0.57, atom 16 (C): -0.34, atom 17 (C): -0.59, atom 18 (H): 0.22, atom 19 (H): 0.21, atom 20 (H): 0.23, atom 21 (H): 0.25, atom 22 (C): -0.60, atom 23 (H): 0.21, atom 24 (H): 0.21, atom 25 (H): 0.22, atom 26 (H): 0.42, atom 27 (S): 0.41, atom 28 (C): 0.16, atom 29 (C): -0.22, atom 30 (C): -0.23, atom 31 (C): 0.00, atom 32 (C): -0.22, atom 33 (C): -0.01, atom 34 (C): -0.65, atom 35 (H): 0.26, atom 36 (H): 0.21, atom 37 (H): 0.23, atom 38 (H): 0.21, atom 39 (C): -0.63, atom 40 (H): 0.22, atom 41 (H): 0.22, atom 42 (H): 0.22, atom 43 (H): 0.21, atom 44 (H): 0.23, atom 45 (H): 0.21, atom 46 (H): 0.21, atom 47 (H): 0.21



[4]
Entry from OMol25: a structure of composition C16H22N4O4 in a non-equilibrium geometry (wB97M-V/def2-TZVPD).

```
! RIJCOSX wB97M-V def2-TZVPD def2/J DEFGRID3
* xyz 0 1
C -7.68774 -1.44796 0.67128
H -7.92438 -0.75153 -0.16984
H -8.32916 -2.13903 0.65328
H -7.59452 -0.96143 1.51025
C -6.37063 -2.24404 0.06087
N -5.36030 -1.20146 0.38375
C -4.10008 -1.89325 0.50312
C -2.93298 -0.71993 0.47058
N -2.97531 0.29113 -0.54766
C -4.18142 0.87063 -0.47019
C -5.37492 0.08793 -0.69692
H -6.38579 0.49196 -0.81848
H -5.13283 -0.75152 -1.82121
H -4.21153 1.75094 -1.22143
H -4.43143 1.40696 0.37101
C -1.91151 1.19180 -0.19657
H -2.00610 1.88147 -0.96390
C -0.53472 0.53941 -0.61300
H -0.54309 0.04346 -1.61662
H -0.13470 0.03990 0.24795
C 0.50930 1.64350 -1.16837
C 0.65496 2.67648 0.26335
O 0.12712 3.70001 0.35517
N 1.65556 2.19237 1.16121
C 2.56587 1.24883 0.48750
C 3.51947 0.61020 1.68852
C 4.32501 -0.61625 1.38941
C 4.36038 -0.79086 0.07111
C 3.37633 -0.51878 -0.76583
C 2.60035 0.49112 -0.49473
O 1.75741 1.12811 -1.57880
H 3.44986 -0.92128 -1.99907
N 5.27757 -1.96576 -0.20614
O 5.20075 -2.57159 -1.37855
O 5.95947 -2.45888 0.65232
H 5.04029 -0.62186 2.16387
H 3.45118 1.02636 2.51519
H 1.84029 2.68784 2.11058
H 0.18147 2.28091 -1.91185
H -1.90726 1.78400 0.78781
H -1.86638 -1.32728 0.75195
H -3.21010 -0.21184 1.82550
H -4.09284 -2.55792 1.16195
H -3.85694 -2.41162 -0.59869
H -6.29110 -2.82296 0.83646
H -6.29462 -2.56024 -0.81584
*
```

Output
- LUMO energy: -0.0350 hartree
- E_HOMO: -0.3046 Eh
- Gap between HOMO and LUMO: 7.34 eV

Calculated atomic charges, method natural (NBO), unit e: atom 1 (C): -0.55, atom 2 (H): 0.18, atom 3 (H): 0.18, atom 4 (H): 0.20, atom 5 (C): -0.20, atom 6 (N): -0.44, atom 7 (C): -0.18, atom 8 (C): -0.20, atom 9 (N): -0.45, atom 10 (C): -0.28, atom 11 (C): -0.16, atom 12 (H): 0.23, atom 13 (H): 0.12, atom 14 (H): 0.20, atom 15 (H): 0.19, atom 16 (C): -0.23, atom 17 (H): 0.20, atom 18 (C): -0.45, atom 19 (H): 0.24, atom 20 (H): 0.22, atom 21 (C): 0.07, atom 22 (C): 0.68, atom 23 (O): -0.56, atom 24 (N): -0.67, atom 25 (C): 0.20, atom 26 (C): -0.09, atom 27 (C): -0.23, atom 28 (C): 0.02, atom 29 (C): -0.18, atom 30 (C): 0.15, atom 31 (O): -0.52, atom 32 (H): 0.31, atom 33 (N): 0.50, atom 34 (O): -0.43, atom 35 (O): -0.32, atom 36 (H): 0.26, atom 37 (H): 0.15, atom 38 (H): 0.44, atom 39 (H): 0.20, atom 40 (H): 0.21, atom 41 (H): 0.23, atom 42 (H): 0.10, atom 43 (H): 0.18, atom 44 (H): 0.11, atom 45 (H): 0.19, atom 46 (H): 0.17



[5]
Entry from OMol25: a structure of composition C16H22N6O4ReS2 (wB97M-V/def2-TZVPD).

```
! RIJCOSX wB97M-V def2-TZVPD def2/J DEFGRID3
* xyz 2 4
Re -0.39318 0.39379 0.34397
C 0.83749 -2.12578 1.82061
C 0.81534 -1.03388 2.88517
N -0.41243 -0.21408 2.79656
C -1.59651 -0.88368 3.40025
C -2.78322 -0.74420 2.46966
N -2.31587 -1.00473 1.10744
C -1.99329 -2.41263 0.81316
C -0.75325 -2.53142 -0.06035
N 0.35902 -1.65922 0.46902
H 0.22471 -2.97391 2.11712
H 1.85426 -2.50443 1.72120
H 1.68313 -0.38741 2.76760
H 0.90544 -1.50494 3.86795
H -0.27228 0.64642 3.30731
H -1.81147 -0.46449 4.38287
H -1.34714 -1.93275 3.55981
H -3.17962 0.27220 2.48204
H -3.58692 -1.41905 2.77760
H -3.01461 -0.66986 0.45250
H -2.82461 -2.91601 0.31631
H -1.84541 -2.94292 1.75280
H -0.95886 -2.19721 -1.07648
H -0.40967 -3.56653 -0.10740
H 1.13183 -1.76396 -0.18438
O -2.38249 2.32338 -2.10766
S -2.49886 1.57131 -0.91924
O -3.74626 1.35170 -0.27650
O -1.42315 2.06252 0.17011
O -1.76363 0.15169 -1.07791
N 2.49810 1.97856 -2.17054
C 1.86460 1.31209 -3.21695
C 2.14754 1.29161 -4.57738
C 1.32432 0.50516 -5.35286
C 0.26836 -0.23126 -4.78990
C -0.00842 -0.20564 -3.43950
C 0.81500 0.59319 -2.64606
N 0.85326 0.82704 -1.25465
C 1.86792 1.65996 -1.04201
C 2.11233 2.14281 0.29990
C 2.99934 3.06416 0.75212
S 2.73624 3.35442 2.40702
C 1.49989 2.21303 2.41759
N 1.25454 1.62847 1.26202
H 3.29348 2.59206 -2.25583
H 2.96341 1.85799 -5.00352
H 1.49223 0.45343 -6.41930
H -0.35387 -0.82956 -5.44068
H -0.84188 -0.75389 -3.03502
H 3.75525 3.60254 0.20410
H 0.95986 2.02389 3.33033
*
```

Output
- LUMO energy (alpha / beta): -0.2383 / -0.2795 hartree
- E_HOMO (alpha / beta): -0.5340 / -0.5440 Eh
- Gap between HOMO and LUMO (alpha / beta): 8.05 / 7.20 eV

Calculated atomic charges, method natural (NBO), unit e: atom 1 (Re): 1.83, atom 2 (C): -0.25, atom 3 (C): -0.24, atom 4 (N): -0.63, atom 5 (C): -0.24, atom 6 (C): -0.24, atom 7 (N): -0.62, atom 8 (C): -0.25, atom 9 (C): -0.23, atom 10 (N): -0.64, atom 11 (H): 0.22, atom 12 (H): 0.25, atom 13 (H): 0.21, atom 14 (H): 0.23, atom 15 (H): 0.39, atom 16 (H): 0.24, atom 17 (H): 0.20, atom 18 (H): 0.24, atom 19 (H): 0.23, atom 20 (H): 0.44, atom 21 (H): 0.25, atom 22 (H): 0.21, atom 23 (H): 0.23, atom 24 (H): 0.23, atom 25 (H): 0.42, atom 26 (O): -0.86, atom 27 (S): 2.54, atom 28 (O): -0.90, atom 29 (O): -0.91, atom 30 (O): -0.95, atom 31 (N): -0.48, atom 32 (C): 0.18, atom 33 (C): -0.22, atom 34 (C): -0.16, atom 35 (C): -0.17, atom 36 (C): -0.20, atom 37 (C): 0.07, atom 38 (N): -0.53, atom 39 (C): 0.46, atom 40 (C): 0.04, atom 41 (C): -0.38, atom 42 (S): 0.66, atom 43 (C): -0.12, atom 44 (N): -0.51, atom 45 (H): 0.45, atom 46 (H): 0.25, atom 47 (H): 0.25, atom 48 (H): 0.24, atom 49 (H): 0.24, atom 50 (H): 0.28, atom 51 (H): 0.24



[6]
Entry from OMol25: a structure of composition C16H22NV in a non-equilibrium geometry (wB97M-V/def2-TZVPD).

```
! RIJCOSX wB97M-V def2-TZVPD def2/J DEFGRID3
* xyz 1 2
C -0.37841 0.66906 -1.80009
C 0.15704 2.10334 -1.76032
C 0.33429 -0.28430 -2.76021
C -1.88515 0.74651 -2.01809
H -0.23081 -0.30509 -3.70904
H 0.38345 -1.32414 -2.39297
H 1.36625 0.01734 -2.97916
H -0.50961 2.75563 -2.34843
H 1.16289 2.19614 -2.17835
H 0.16195 2.50766 -0.73827
H -2.09294 1.44112 -2.84985
H -2.38039 1.13046 -1.11664
H -2.32906 -0.21503 -2.27780
C 1.89756 -0.22403 1.65153
C 2.11936 -0.97904 0.45487
C 2.31891 -0.03853 -0.61732
H 2.35528 -2.03608 0.37649
C 2.39095 1.26774 -0.02620
C 2.12356 1.15253 1.35266
H 2.25575 1.96751 2.06915
H 1.79144 -0.66527 2.64464
H 2.60281 -0.32952 -1.62393
H 2.74874 2.18497 -0.49749
C -2.06437 -1.22464 1.16098
C -0.74160 -1.67656 1.47576
C -0.22388 -2.35520 0.31210
H -0.29323 -1.72054 2.46502
C -1.15737 -2.13656 -0.75500
C -2.32017 -1.51892 -0.19138
H -3.29146 -1.40972 -0.67149
H -2.80711 -0.86578 1.87587
H 0.61287 -3.04779 0.29991
H -1.06995 -2.53604 -1.76390
V 0.09110 -0.21421 -0.11779
C -0.47836 0.73101 3.64068
C -0.55311 1.00205 2.24709
N -0.69630 1.26685 1.10844
H 0.34203 0.02628 3.88280
H -1.42244 0.27330 3.98636
H -0.29049 1.66750 4.18940
*
```

Output
- LUMO energy (alpha / beta): -0.1603 / -0.1373 hartree
- E_HOMO (alpha / beta): -0.4284 / -0.4351 Eh
- Gap between HOMO and LUMO (alpha / beta): 7.30 / 8.10 eV

Calculated atomic charges, method natural (NBO), unit e: atom 1 (C): -0.32, atom 2 (C): -0.61, atom 3 (C): -0.63, atom 4 (C): -0.60, atom 5 (H): 0.25, atom 6 (H): 0.23, atom 7 (H): 0.22, atom 8 (H): 0.23, atom 9 (H): 0.22, atom 10 (H): 0.23, atom 11 (H): 0.23, atom 12 (H): 0.22, atom 13 (H): 0.21, atom 14 (C): -0.27, atom 15 (C): -0.36, atom 16 (C): -0.37, atom 17 (H): 0.26, atom 18 (C): -0.19, atom 19 (C): -0.25, atom 20 (H): 0.25, atom 21 (H): 0.23, atom 22 (H): 0.26, atom 23 (H): 0.25, atom 24 (C): -0.14, atom 25 (C): -0.37, atom 26 (C): -0.36, atom 27 (H): 0.24, atom 28 (C): -0.28, atom 29 (C): -0.24, atom 30 (H): 0.26, atom 31 (H): 0.24, atom 32 (H): 0.26, atom 33 (H): 0.26, atom 34 (V): 1.25, atom 35 (C): -0.77, atom 36 (C): 0.56, atom 37 (N): -0.47, atom 38 (H): 0.28, atom 39 (H): 0.29, atom 40 (H): 0.30



Number 1: electronic energy -297717.64004 eV. Number 2: electronic energy -37839.75584 eV. Number 3: electronic energy -50721.78173 eV. Number 4: electronic energy -31080.84097 eV. Number 5: electronic energy -57867.01634 eV. Number 6: electronic energy -44116.37080 eV.